This record from the OMol25 dataset describes a molecular structure, C44H58N11O5P. The level of theory is ωB97M-V/def2-TZVPD.

The geometry in XYZ format:
```
119
C44H58N11O5P, DFT ωB97M-V/def2-TZVPD
O 46.226 17.965 33.938
H 46.965 18.504 34.204
H 45.440 18.593 33.576
H 45.626 17.864 34.831
P 43.645 19.640 34.659
O 44.335 20.934 34.907
O 44.351 18.469 35.512
O 44.141 19.226 33.350
O 42.181 19.539 34.683
N 40.557 18.726 36.656
C 39.159 18.632 36.696
C 38.780 18.429 38.048
C 39.964 18.527 38.822
C 41.060 18.621 37.965
H 41.104 19.009 36.016
H 38.479 18.744 35.895
H 37.823 18.279 38.466
H 40.245 18.527 39.896
H 42.230 18.537 38.002
N 44.597 23.360 34.510
C 43.732 24.214 35.209
C 44.247 25.454 35.285
C 45.594 25.224 34.435
C 45.578 23.976 33.986
H 44.288 22.211 34.448
H 42.873 23.681 35.588
H 43.884 26.336 35.990
H 46.132 26.114 34.351
H 46.276 23.511 33.215
N 40.889 21.717 35.087
C 40.736 22.648 34.068
C 40.049 23.717 34.537
C 39.876 23.453 36.122
C 40.282 22.203 36.299
H 41.284 20.745 35.011
H 40.892 22.376 32.814
H 39.381 24.571 34.022
H 39.158 24.078 36.634
H 40.012 21.452 37.051
N 44.363 21.819 37.268
C 45.154 22.801 37.929
C 44.976 22.706 39.181
C 43.890 21.637 39.431
C 43.608 21.196 38.160
H 44.221 21.583 36.167
H 45.762 23.487 37.346
H 45.444 23.383 39.858
H 43.468 21.437 40.412
H 42.827 20.535 37.966
N 43.050 20.560 31.426
C 43.017 21.999 31.369
C 42.388 22.207 30.151
C 41.904 20.810 29.570
C 42.366 19.919 30.464
H 43.393 19.806 32.158
H 43.512 22.425 32.089
H 42.332 23.119 29.624
H 41.554 20.602 28.600
H 42.063 18.896 30.590
N 47.023 16.884 36.702
C 47.148 15.543 36.400
C 48.392 15.392 35.738
C 49.028 16.885 35.734
C 48.163 17.643 36.368
H 46.227 17.221 37.321
H 46.452 14.699 36.650
H 48.721 14.603 35.320
H 50.053 17.017 35.427
H 48.169 18.754 36.511
N 44.903 18.246 37.967
C 45.897 19.015 38.648
C 45.842 18.443 39.849
C 44.948 17.211 39.828
C 44.476 17.080 38.597
H 44.573 18.402 36.830
H 46.312 19.906 38.169
H 46.526 18.787 40.692
H 44.869 16.742 40.563
H 43.989 16.266 38.154
N 44.091 17.330 31.613
C 43.399 16.128 31.750
C 43.607 15.425 30.702
C 44.490 16.187 29.725
C 44.713 17.434 30.419
H 44.077 18.153 32.188
H 42.689 16.182 32.780
H 43.249 14.316 30.593
H 45.110 16.082 28.871
H 45.461 18.329 30.176
N 46.647 20.751 34.239
C 47.098 20.745 32.947
C 48.378 20.695 32.930
C 48.804 20.550 34.347
C 47.717 20.688 35.096
H 45.599 20.820 34.494
H 46.533 20.777 32.118
H 48.972 20.454 32.011
H 49.826 20.577 34.686
H 47.580 20.823 36.222
N 43.667 16.035 35.506
C 42.586 15.548 36.253
C 42.421 14.261 35.977
C 43.551 13.836 35.119
C 44.192 14.960 34.743
H 43.970 17.138 35.300
H 41.999 16.266 36.698
H 41.646 13.744 36.446
H 43.883 12.851 34.796
H 45.007 15.023 34.094
N 40.309 18.616 33.331
C 39.941 17.247 33.301
C 38.716 17.135 32.626
C 38.226 18.530 32.254
C 39.260 19.377 32.657
H 41.266 19.082 33.882
H 40.567 16.411 33.781
H 38.238 16.056 32.686
H 37.485 18.972 31.796
H 39.291 20.417 32.707
```

Properties
* HOMO energy: -3.34 eV
* energy above the lowest of the compared OMol25 structures with the same formula, charge and spin: 51.23 kcal per mole
* E: -82475.4438 eV
* frontier orbital gap: 0.2863 Eh
* molar mass: 852.0 g/mol
* LUMO level: 4.450 eV
* charge: -2

Results of the Mulliken charge analysis, in e, for atoms 1 through 8:
1 O -0.8265
2 H 0.1996
3 H -0.2688
4 H 0.4809
5 P -1.0736
6 O 0.0643
7 O 0.1781
8 O 0.2960